Record 1
Computed, not measured: 2 unconnected molecules or ions with the total composition C4H12NOS at a distorted geometry, with wB97M-V/def2-TZVPD.

ORCA input file:
```
! RIJCOSX wB97M-V def2-TZVPD def2/J DEFGRID3
* xyz 2 2
O 2.8526 -2.1710 0.8884
C 1.7458 -2.3842 1.3016
C 0.6038 -1.5715 0.7239
N 1.1714 -0.7402 -0.3958
H 1.5515 -3.0367 2.1558
H -0.2124 -2.2075 0.3817
H 0.2113 -0.8918 1.4795
H 0.7766 -1.0367 -1.2913
H 0.8918 0.2671 -0.2801
H 2.2002 -0.8505 -0.4185
C -1.7333 1.4575 0.8297
S -0.2813 2.0552 -0.1094
C -0.8259 1.7781 -1.8307
H -1.9050 0.3996 0.6139
H -2.5927 2.0417 0.4750
H -1.5870 1.6219 1.9005
H 0.0060 1.9213 -2.5257
H -1.2895 0.7939 -1.9175
H -1.5837 2.5538 -1.9810
*
```

Energy above the lowest of the compared OMol25 structures with the same formula, charge and spin   0.687 eV
E_LUMO (spin up / spin down)   -7.43 / -12.93 eV
⟨S²⟩   0.75

***

Record 2
Computed, not measured: a gas-phase ion, C4H12NOS2 (charge +1) at a distorted geometry, with wB97M-V/def2-TZVPD.

ORCA input file:
```
! RIJCOSX wB97M-V def2-TZVPD def2/J DEFGRID3
* xyz 1 1
C 2.1173 -0.3952 0.9829
C 1.2662 -0.1702 -0.2456
S 1.9323 -1.0092 -1.7624
N -0.0990 -0.7636 -0.0462
C -1.2192 0.2007 0.3198
C -1.6085 1.0461 -0.8782
O -0.7070 0.8995 1.3831
S -2.6233 -0.8930 0.8883
H 2.2795 -1.4575 1.1543
H 1.6396 0.0496 1.8535
H 3.0882 0.0763 0.8570
H 1.1562 0.8934 -0.4615
H 3.0150 -0.2548 -1.8865
H -0.0304 -1.4480 0.7214
H -0.3697 -1.2815 -0.8925
H -2.4788 1.6514 -0.6318
H -1.8539 0.4279 -1.7383
H -0.8024 1.7257 -1.1494
H -1.3485 1.5205 1.7522
H -3.3536 -0.8183 -0.2201
*
```

Energy above the lowest of the compared OMol25 structures with the same formula, charge and spin   0.481 eV
SMILES   C[C@@H](S)[NH2+][C@](C)(O)S
E_LUMO   -3.21 eV

***

Record 3
Computed, not measured: 2 unconnected molecules or ions with the total composition C4H12NOS2, with wB97M-V/def2-TZVPD.

ORCA input file:
```
! RIJCOSX wB97M-V def2-TZVPD def2/J DEFGRID3
* xyz 1 1
C -1.7887 2.3947 0.3837
C -2.0808 0.9012 0.3903
S -1.6566 0.2253 -1.2571
S -2.2144 -1.7654 -0.8726
H -2.4096 2.9158 -0.3416
H -0.7408 2.5820 0.1442
H -1.9919 2.8016 1.3730
H -3.1331 0.6858 0.5673
H -1.4983 0.3772 1.1528
H -1.9462 -2.1906 -2.1179
O 3.6415 -1.7205 0.1112
C 3.2720 -0.5827 0.0804
C 1.7926 -0.2692 0.0030
N 1.0610 -1.5651 0.0990
H 3.9639 0.2684 0.0593
H 1.4720 0.4024 0.7959
H 1.5840 0.1879 -0.9637
H 0.2772 -1.6337 -0.5729
H 1.7500 -2.3196 -0.0464
H 0.6463 -1.6954 1.0118
*
```

Energy above the lowest of the compared OMol25 structures with the same formula, charge and spin   0.693 eV
E_LUMO   -3.35 eV

***

Record 4
Computed, not measured: 2 unconnected molecules or ions with the total composition C4H12NPS at a distorted geometry, with wB97M-V/def2-TZVPD.

ORCA input file:
```
! RIJCOSX wB97M-V def2-TZVPD def2/J DEFGRID3
* xyz 0 1
C 2.5762 -0.9169 -0.5068
C -2.3122 0.0325 -1.0415
C -2.2015 -0.3065 1.2563
C 3.0058 0.4939 -0.1324
N -2.5968 0.6021 0.2054
P 0.4265 1.4097 1.5419
S 1.3533 1.5572 -0.1211
H 3.4758 -1.3961 -0.9748
H 2.3835 -1.5291 0.4061
H 1.7808 -0.7154 -1.2679
H -2.6386 -1.0268 -1.0032
H -2.8636 0.5388 -1.7914
H -1.2169 0.0784 -1.3666
H -1.1576 -0.3928 1.3008
H -2.5207 0.0282 2.2377
H -2.6263 -1.2865 1.0475
H 3.5618 0.9993 -0.9146
H 3.5726 0.4435 0.7770
H -2.0020 1.3863 0.3478
*
```

Energy above the lowest of the compared OMol25 structures with the same formula, charge and spin   3.045 eV
E_LUMO   -1.03 eV

***

Record 5
Computed, not measured: a single C4H12NPS molecule at a distorted geometry, with wB97M-V/def2-TZVPD.

ORCA input file:
```
! RIJCOSX wB97M-V def2-TZVPD def2/J DEFGRID3
* xyz 0 1
C 2.2846 -1.6916 -0.1993
C 1.6727 -0.5633 0.6233
N 0.9847 0.4356 -0.1556
P -1.1968 0.1330 -0.0591
C -1.7111 1.1193 -1.5155
C -1.6125 1.1142 1.4224
S -1.7979 -1.7073 -0.0100
H 2.8950 -1.2793 -1.0020
H 2.9167 -2.3155 0.4262
H 1.5034 -2.3106 -0.6348
H 0.9865 -0.9809 1.3702
H 2.4649 -0.0333 1.1721
H 1.1599 0.3016 -1.1488
H -1.3031 0.6553 -2.4103
H -2.8005 1.1072 -1.5764
H -1.3430 2.1374 -1.4238
H -0.9275 1.9520 1.5165
H -2.6409 1.4653 1.3153
H -1.5351 0.4608 2.2895
*
```

Energy above the lowest of the compared OMol25 structures with the same formula, charge and spin   0.315 eV
SMILES   CCNP(C)(C)=S
E_LUMO   0.66 eV

***

Record 6
Computed, not measured: 3 unconnected molecules or ions with the total composition C4H12NS at a distorted geometry, with wB97M-V/def2-TZVPD.

ORCA input file:
```
! RIJCOSX wB97M-V def2-TZVPD def2/J DEFGRID3
* xyz 1 1
C 0.7282 1.7311 1.9674
C 0.4315 0.3201 2.3816
C 0.5814 -0.1799 3.6007
C -0.5223 -0.7225 -0.4936
S 0.1823 0.6978 -1.2955
N -0.8444 -1.1144 -4.4014
H 1.5058 1.7132 1.2005
H -0.1294 2.1877 1.4487
H 1.0073 2.3596 2.8036
H 0.1036 -0.3250 1.5400
H 0.3537 -1.2119 3.8229
H 0.9919 0.3846 4.4353
H -1.6139 -0.7564 -0.5784
H 0.0199 -1.6202 -0.7940
H 0.0102 0.4964 -2.6377
H -0.8139 -0.9285 -3.4262
H -0.2403 -1.8442 -4.7370
H -1.7515 -1.1876 -4.8370
*
```

Energy above the lowest of the compared OMol25 structures with the same formula, charge and spin   6.523 eV
E_LUMO   -9.05 eV

***

Total energy? In order: -18695.4612, -29543.9892, -29543.7770, -25954.0055, -25956.7359, -16655.1361 eV.